# 1
Entry from the OMol25 dataset: a cluster of 2 separate species, C2H3IO2 in total (ωB97M-V/def2-TZVPD).

The geometry in ORCA input format:
```
! RIJCOSX wB97M-V def2-TZVPD def2/J DEFGRID3
* xyz 0 1
C -1.4274 -0.6663 -0.0964
C 1.4151 -0.0357 -0.0051
O -1.3911 -0.7424 1.1595
O -0.7118 -0.1322 -0.9353
I 2.3865 -1.7941 -0.1969
H -2.3001 -1.1673 -0.5479
H 1.7988 0.8147 -0.5781
H 0.9755 0.1873 0.9716
*
```

Properties
Relative energy (zero: lowest compared OMol25 entry of this formula, charge and spin), kcal per mole: 86.0
Highest occupied orbital energy, eV: -9.3
LUMO level, eV: -2.2

---

# 2
Entry from the OMol25 dataset: a structure of composition C2H3IO2 (ωB97M-V/def2-TZVPD).

The geometry in ORCA input format:
```
! RIJCOSX wB97M-V def2-TZVPD def2/J DEFGRID3
* xyz 0 1
C -0.3913 -1.6771 0.3459
C 0.0008 -0.2355 -0.0764
O -1.1128 -2.1025 1.1687
O 0.5055 -2.5129 -0.3477
I 0.1710 -4.3632 -0.2831
H -0.8174 0.5280 0.2200
H 1.0192 0.0590 0.3855
H -0.0281 -0.1954 -1.1456
*
```

Properties
Relative energy (zero: lowest compared OMol25 entry of this formula, charge and spin), kcal per mole: 32.0
Highest occupied orbital energy, eV: -9.5
LUMO level, eV: -0.2

---

# 3
Entry from the OMol25 dataset: a structure of composition C2H3IO2S (ωB97M-V/def2-TZVPD).

The geometry in ORCA input format:
```
! RIJCOSX wB97M-V def2-TZVPD def2/J DEFGRID3
* xyz 0 1
C 3.3434 -0.2228 -0.7408
C 0.1732 -0.1618 0.0260
O 2.9796 -0.2677 -1.8602
O 2.4587 -1.2834 0.3868
S 1.0675 -1.6973 -0.2314
I 4.9613 0.4861 0.3103
H -0.8231 -0.3106 -0.1439
H 0.4626 0.6988 -0.7102
H 0.0785 0.2261 1.0772
*
```

Properties
Relative energy (zero: lowest compared OMol25 entry of this formula, charge and spin), kcal per mole: 12.8
Highest occupied orbital energy, eV: -8.3
LUMO level, eV: -0.6

---

# 4
Entry from the OMol25 dataset: a cluster of 2 separate species, C2H3IO2S in total (ωB97M-V/def2-TZVPD).

The geometry in ORCA input format:
```
! RIJCOSX wB97M-V def2-TZVPD def2/J DEFGRID3
* xyz 0 3
C 1.2561 0.2232 -0.2433
C 0.0167 0.5891 -0.2112
O -1.8689 0.7685 1.7157
O -0.1293 -0.9578 1.8616
S -1.0631 -0.2200 1.0470
I -1.3810 -2.0740 -2.8534
H 1.7856 0.8122 -0.9323
H 1.7819 -0.4788 0.5205
H -0.3979 1.3376 -0.9047
*
```

Properties
Relative energy (zero: lowest compared OMol25 entry of this formula, charge and spin), kcal per mole: 0.0
Highest occupied orbital energy (spin up / spin down), eV: -9.6 / -10.2
LUMO level (spin up / spin down), eV: 0.6 / -3.6

---

# 5
Entry from the OMol25 dataset: a cluster of 2 separate species, C2H3IOS in total (ωB97M-V/def2-TZVPD).

The geometry in ORCA input format:
```
! RIJCOSX wB97M-V def2-TZVPD def2/J DEFGRID3
* xyz 0 1
C -0.5487 1.1915 0.8651
C -0.5156 0.1775 0.1029
O -0.2406 -1.0543 0.6585
S -0.9132 2.5703 1.5324
I -1.4008 2.8288 -2.1958
H -1.8390 2.6744 -0.4041
H -0.2034 0.1395 -1.0170
H 0.5628 -1.5060 0.3279
*
```

Properties
Relative energy (zero: lowest compared OMol25 entry of this formula, charge and spin), kcal per mole: 72.9
Highest occupied orbital energy, eV: -8.8
LUMO level, eV: -1.3
SMILES: OC=C=S.I

---

# 6
Entry from the OMol25 dataset: the molecule C2H3IOS (ωB97M-V/def2-TZVPD).

The geometry in ORCA input format:
```
! RIJCOSX wB97M-V def2-TZVPD def2/J DEFGRID3
* xyz 0 1
C 0.5850 -0.1169 -1.1083
C -0.5930 0.2996 1.0343
O 0.3400 0.4617 0.0194
S 2.5619 0.1981 -1.9115
I -0.2929 -1.8565 -1.8951
H -1.5905 0.6619 0.6232
H -0.3604 1.0934 1.7702
H -0.6501 -0.7412 1.4678
*
```

Properties
Relative energy (zero: lowest compared OMol25 entry of this formula, charge and spin), kcal per mole: 88.6
Highest occupied orbital energy (spin up / spin down), eV: -8.2 / -8.2
LUMO level (spin up / spin down), eV: -1.2 / -1.2
SMILES: COC(=S)I

---

# 7
Entry from the OMol25 dataset: a structure of composition C2H3LaO2 (ωB97M-V/def2-TZVPD).

The geometry in ORCA input format:
```
! RIJCOSX wB97M-V def2-TZVPD def2/J DEFGRID3
* xyz 1 2
O 3.6586 -0.0799 0.6887
C 0.2441 1.1971 0.1448
O -0.8935 0.8004 0.3675
C -1.3852 -0.5450 -0.0119
H -2.2045 -0.3761 -0.7144
H -0.5557 -1.1026 -0.4574
H -1.7335 -0.9979 0.9188
La 2.8698 1.1040 -0.9361
*
```

Properties
Relative energy (zero: lowest compared OMol25 entry of this formula, charge and spin), kcal per mole: 50.4
Highest occupied orbital energy (spin up / spin down), eV: -12.6 / -12.8
LUMO level (spin up / spin down), eV: -5.0 / -5.2

---

# 8
Entry from the OMol25 dataset: a structure of composition C2H3LiOYb (ωB97M-V/def2-TZVPD).

The geometry in ORCA input format:
```
! RIJCOSX wB97M-V def2-TZVPD def2/J DEFGRID3
* xyz 2 3
O 1.9048 1.1415 0.2009
C 1.4438 0.6866 -0.8918
Yb 0.5290 0.1860 1.6935
Li -0.0955 -1.3699 -0.9759
H 1.8874 1.2305 -1.7658
C -1.4890 -0.5218 0.6981
H -2.0876 -1.3518 1.1054
H -2.0929 -0.0012 -0.0644
*
```

Properties
Highest occupied orbital energy (spin up / spin down), eV: -17.6 / -18.1
LUMO level (spin up / spin down), eV: -9.6 / -11.8

---

# 9
Entry from the OMol25 dataset: a structure of composition C2H3LuO2P (ωB97M-V/def2-TZVPD).

The geometry in ORCA input format:
```
! RIJCOSX wB97M-V def2-TZVPD def2/J DEFGRID3
* xyz 3 1
H 0.4989 1.9016 0.2046
O 1.2624 -1.0760 0.5749
C 0.6641 -0.3471 -0.3112
H 1.1120 -0.2325 -1.3201
C 0.0142 0.9318 0.0446
O -1.1321 0.6985 0.6176
Lu 0.8962 -1.7742 2.5926
P -1.4424 -0.4997 -0.6955
H -1.8732 0.3975 -1.7075
*
```

Properties
Relative energy (zero: lowest compared OMol25 entry of this formula, charge and spin), kcal per mole: 0.0
Highest occupied orbital energy, eV: -21.8
LUMO level, eV: -17.0

---

# 10
Entry from the OMol25 dataset: a structure of composition C2H3N (ωB97M-V/def2-TZVPD).

The geometry in ORCA input format:
```
! RIJCOSX wB97M-V def2-TZVPD def2/J DEFGRID3
* xyz 0 1
C -1.7415 0.0359 0.0632
C -0.3375 -0.1696 -0.0095
N -2.8779 0.1157 -0.0553
H 0.1032 -0.3981 0.9849
H 0.3030 1.0055 -0.2985
H 0.0188 -0.4881 -0.9011
*
```

Properties
Relative energy (zero: lowest compared OMol25 entry of this formula, charge and spin), kcal per mole: 31.0
Highest occupied orbital energy, eV: -11.3
LUMO level, eV: 0.6

---

# 11
Entry from the OMol25 dataset: the ion C2H3N2O with charge -1 (ωB97M-V/def2-TZVPD).

The geometry in ORCA input format:
```
! RIJCOSX wB97M-V def2-TZVPD def2/J DEFGRID3
* xyz -1 1
C 2.4726 0.0688 -0.0816
C 0.1177 0.3085 -0.1015
N 3.5466 -0.3728 -0.2223
N 1.4248 0.5949 0.4401
O -0.6435 -0.9570 0.0123
H 0.2564 0.2355 -1.2371
H -0.6114 -1.1568 0.9626
H -0.7559 1.1016 0.0474
*
```

Properties
Relative energy (zero: lowest compared OMol25 entry of this formula, charge and spin), kcal per mole: 0.0
Highest occupied orbital energy, eV: -3.2
LUMO level, eV: 4.3
SMILES: N#C[N-]CO

---

# 12
Entry from the OMol25 dataset: a structure of composition C2H3N2O2 (ωB97M-V/def2-TZVPD).

The geometry in ORCA input format:
```
! RIJCOSX wB97M-V def2-TZVPD def2/J DEFGRID3
* xyz -1 1
C 0.6215 0.8864 0.3153
C 0.6213 -0.5182 -0.1883
N -0.4453 1.5911 0.1720
N -1.0302 -0.7410 -0.4789
O -1.4743 -1.5090 0.4438
O -1.5403 0.9312 -0.1853
H 1.4434 1.3311 0.6350
H 0.9778 -0.7469 -1.2153
H 0.8261 -1.2247 0.5016
*
```

Properties
Relative energy (zero: lowest compared OMol25 entry of this formula, charge and spin), kcal per mole: 105.6
Highest occupied orbital energy, eV: -2.4
LUMO level, eV: 4.6

---

# 13
Entry from the OMol25 dataset: the ion C2H3N2O2 with charge -1 (ωB97M-V/def2-TZVPD).

The geometry in ORCA input format:
```
! RIJCOSX wB97M-V def2-TZVPD def2/J DEFGRID3
* xyz -1 1
C -0.5309 0.2940 -0.3435
C 0.7067 -0.2753 0.4007
N 1.7756 0.0678 -0.2357
N -2.0250 -0.0118 -0.4819
O -2.5652 -0.6858 0.3868
O 2.9658 -0.3368 0.0075
H -0.7719 1.2326 0.1462
H -0.2164 0.4360 -1.2864
H 0.6615 -0.7208 1.4062
*
```

Properties
Relative energy (zero: lowest compared OMol25 entry of this formula, charge and spin), kcal per mole: 103.7
Highest occupied orbital energy (spin up / spin down), eV: -2.4 / -2.4
LUMO level (spin up / spin down), eV: 3.9 / 3.9
SMILES: O=NC/C=N/[O-]

---

# 14
Entry from the OMol25 dataset: a cluster of 2 separate species, C2H3N2O2 in total (ωB97M-V/def2-TZVPD).

The geometry in ORCA input format:
```
! RIJCOSX wB97M-V def2-TZVPD def2/J DEFGRID3
* xyz 1 1
C 0.0179 -0.1319 0.0369
C -4.9287 -0.1276 -0.0960
N -0.9962 -0.1572 0.6067
N 1.2261 -0.0849 -0.3513
O -5.8608 0.1560 -0.7041
O -4.0133 -0.4000 0.5579
H -2.0756 -0.0800 0.6103
H 1.4386 -0.5175 -1.2344
H 2.0532 0.3810 0.0418
*
```

Properties
Relative energy (zero: lowest compared OMol25 entry of this formula, charge and spin), kcal per mole: 0.0
Highest occupied orbital energy, eV: -16.7
LUMO level, eV: -4.9

---

# 15
Entry from the OMol25 dataset: a cluster of 2 separate species, C2H3N2O2 in total (ωB97M-V/def2-TZVPD).

The geometry in ORCA input format:
```
! RIJCOSX wB97M-V def2-TZVPD def2/J DEFGRID3
* xyz 1 1
C -0.4776 0.4030 0.8612
C 1.4261 -0.0029 -1.7283
N -1.1448 -0.2719 1.7725
N -0.1449 -0.1695 -0.2591
O 1.3657 -0.8895 -2.4112
O -2.1711 -0.3888 2.3712
H -0.1565 1.3168 1.2343
H 1.9167 0.9470 -1.3089
H -0.6138 -0.9443 -0.5317
*
```

Properties
Relative energy (zero: lowest compared OMol25 entry of this formula, charge and spin), kcal per mole: 136.8
Highest occupied orbital energy (spin up / spin down), eV: -14.2 / -14.1
LUMO level (spin up / spin down), eV: -6.2 / -5.9

---

# 16
Entry from the OMol25 dataset: a structure of composition C2H3N2O2 (ωB97M-V/def2-TZVPD).

The geometry in ORCA input format:
```
! RIJCOSX wB97M-V def2-TZVPD def2/J DEFGRID3
* xyz 1 1
C 0.1113 -0.1110 0.1455
C -1.0048 0.9187 0.1626
N 0.0157 -1.1522 0.8176
N -3.2672 -0.3709 -0.5420
O -4.1618 -0.2477 0.1100
O -2.1841 0.7745 0.2137
H 0.8441 0.3800 -0.4488
H -0.5325 1.9159 0.2419
H 0.9408 -1.5320 0.9739
*
```

Properties
Relative energy (zero: lowest compared OMol25 entry of this formula, charge and spin), kcal per mole: 117.1
Highest occupied orbital energy, eV: -15.5
LUMO level, eV: -7.2

---

# 17
Entry from the OMol25 dataset: the ion C2H3N2O2 with charge +1 (ωB97M-V/def2-TZVPD).

The geometry in ORCA input format:
```
! RIJCOSX wB97M-V def2-TZVPD def2/J DEFGRID3
* xyz 1 3
C 0.6865 0.0622 0.5416
C -0.5581 -0.0287 -0.4096
N 1.8387 -0.1486 0.1780
N -1.5868 -0.2433 0.4963
O 2.8910 -0.3498 -0.1171
O -2.9172 -0.2692 0.0708
H 0.4302 0.7398 1.4306
H -0.4280 1.0540 -0.9159
H -0.3563 -0.8165 -1.2746
*
```

Properties
Relative energy (zero: lowest compared OMol25 entry of this formula, charge and spin), kcal per mole: 109.6
Highest occupied orbital energy (spin up / spin down), eV: -14.7 / -16.8
LUMO level (spin up / spin down), eV: -8.0 / -8.0

---

# 18
Entry from the OMol25 dataset: the ion C2H3N2O2S with charge -1 (ωB97M-V/def2-TZVPD).

The geometry in ORCA input format:
```
! RIJCOSX wB97M-V def2-TZVPD def2/J DEFGRID3
* xyz -1 1
C 0.7967 1.5281 -0.2288
C 0.3081 -0.0257 -0.4567
N 1.1135 2.6078 0.0027
N 1.0661 -0.9868 0.3685
O -2.3204 -0.6605 -1.0421
O -1.8090 -0.0463 1.2940
S -1.7075 0.3196 -0.1586
H 0.5929 -0.1871 -1.4822
H 0.6779 -1.8921 0.3779
H 1.2817 -0.6570 1.3254
*
```

Properties
Relative energy (zero: lowest compared OMol25 entry of this formula, charge and spin), kcal per mole: 10.8
Highest occupied orbital energy, eV: -3.6
LUMO level, eV: 4.2

---

# 19
Entry from the OMol25 dataset: a cluster of 3 separate species, C2H3N2O2S in total (ωB97M-V/def2-TZVPD).

The geometry in ORCA input format:
```
! RIJCOSX wB97M-V def2-TZVPD def2/J DEFGRID3
* xyz -1 1
C -3.1292 2.2952 -1.5177
C -1.5774 -0.0717 -0.9261
N -3.9608 3.0368 -1.2426
N 4.6928 -1.6345 2.5695
O 5.8266 -1.2341 2.1546
O 4.4997 -2.3138 3.5749
S -1.8475 0.1509 -2.7308
H -1.0995 -0.9806 -0.6200
H -2.4977 -0.0746 -0.5648
H -0.9069 0.8264 -0.6970
*
```

Properties
Relative energy (zero: lowest compared OMol25 entry of this formula, charge and spin), kcal per mole: 136.0
Highest occupied orbital energy (spin up / spin down), eV: -4.2 / -4.0
LUMO level (spin up / spin down), eV: 0.7 / -1.4

---

# 20
Entry from the OMol25 dataset: the ion C2H3N2O2S with charge +1 (ωB97M-V/def2-TZVPD).

The geometry in ORCA input format:
```
! RIJCOSX wB97M-V def2-TZVPD def2/J DEFGRID3
* xyz 1 1
C 0.0288 -0.9194 -0.4276
C -0.7763 0.2863 -0.1574
N -0.9644 -0.7012 0.6551
N 2.5094 0.4330 0.1696
O 1.7953 1.2816 0.5884
O -1.1397 1.3373 -0.6959
S 1.8982 -1.0035 -0.3058
H -0.4440 -1.7004 -1.1354
H -1.0863 -0.7737 1.5812
H -1.8210 1.7601 -0.2721
*
```

Properties
Relative energy (zero: lowest compared OMol25 entry of this formula, charge and spin), kcal per mole: 42.0
Highest occupied orbital energy, eV: -13.9
LUMO level, eV: -5.0